{"formula": "C6H16N", "method": "ωB97M-V/def2-TZVPD", "e_lumo_ha": -0.1368, "total_charge": 1, "relative_energy_kcal_mol": 10.2, "homo_ev": -14.42, "gap_ev": 10.7, "species": ["C", "C", "C", "C", "C", "C", "N", "H", "H", "H", "H", "H", "H", "H", "H", "H", "H", "H", "H", "H", "H", "H", "H"], "positions_angstrom": [[-0.323056, 1.051618, 2.727398], [0.673808, 1.505587, 1.655703], [0.383838, 0.934094, 0.282134], [0.970604, -0.459922, 0.071339], [0.882089, -1.075418, -1.342549], [-0.306021, -0.568233, -2.160214], [-1.558735, -1.259336, -1.635297], [0.132092, 0.326915, 3.399955], [-1.200699, 0.555998, 2.299531], [-0.717460, 1.863345, 3.327968], [0.709991, 2.593783, 1.572296], [1.668340, 1.230138, 2.001504], [0.756773, 1.582419, -0.518247], [-0.698108, 0.920402, 0.111245], [0.465336, -1.129547, 0.783482], [2.010809, -0.477546, 0.375362], [0.772183, -2.162514, -1.269991], [1.791410, -0.823462, -1.873677], [-0.496332, 0.483632, -1.985783], [-0.281766, -0.774807, -3.228720], [-2.414310, -0.735048, -1.841578], [-1.525104, -1.431476, -0.627912], [-1.695689, -2.150611, -2.123948]], "atomic_forces_ev_per_a": [[-0.20, -0.35, 0.03], [-0.09, 0.42, 0.31], [0.40, -0.12, -0.97], [-0.74, -0.62, 0.51], [-0.52, 0.46, -0.06], [-0.14, -0.03, 0.58], [-0.62, -0.29, -0.61], [-0.03, 0.02, 0.10], [0.04, 0.04, -0.12], [0.13, 0.18, 0.10], [-0.23, -0.04, 0.09], [0.20, -0.08, -0.26], [0.22, 0.17, 0.17], [-0.15, -0.01, 0.20], [0.11, -0.01, -0.01], [0.19, 0.08, 0.03], [0.48, 0.02, -0.12], [0.11, -0.17, -0.31], [0.18, 0.17, -0.23], [0.18, -0.02, 0.09], [0.16, 0.16, 0.15], [0.11, 0.06, -0.02], [0.20, -0.05, 0.35]], "lowdin_charge": [-0.0950, -0.2454, -0.2458, -0.1982, -0.1635, -0.1306, 0.1944, 0.0738, 0.0639, 0.0728, 0.1115, 0.1092, 0.1187, 0.0967, 0.1151, 0.1194, 0.1200, 0.1240, 0.1088, 0.1366, 0.1756, 0.1632, 0.1749]}